Entry a
Below is an isolated ion of composition C2H5N4 and charge +1, with properties calculated with the ωB97M-V functional and the def2-TZVPD basis.

Last column: natural (NBO) charge in e.
Element x y z (Å)
C (-1.0701, 1.1672, 1.6815)  0.1445
C (0.5907, -0.5882, -0.9976)  0.3335
N (1.3348, 0.0809, -0.0695)  -0.7739
N (-1.6057, -0.4982, -0.0147)  -0.1910
N (-1.3243, 0.3381, 0.8861)  -0.0386
N (-0.6659, -0.8562, -0.9135)  -0.3166
H (-0.7831, 1.4893, 2.6482)  0.2745
H (1.2273, 0.3061, 0.9470)  0.4432
H (1.1986, -0.8676, -1.8999)  0.2540
H (2.1845, 0.4612, -0.4724)  0.4282
H (-1.0867, -1.0326, -1.7951)  0.4422

charge = +1
LUMO (spin up / spin down) = -4.338 / -4.338 eV
HOMO-LUMO gap (spin up / spin down) = 9.1 / 9.1 eV

Entry b
Below is an isolated ion of composition C2H5N4 and charge +1, with properties calculated with the ωB97M-V functional and the def2-TZVPD basis.

Last column: natural (NBO) charge in e.
Element x y z (Å)
C (2.2357, 0.8821, 0.8423)  0.3315
C (-0.8838, -0.6459, -0.1431)  0.3983
N (3.1460, 1.5190, 0.7623)  -0.2114
N (-1.8589, -0.5743, -1.0008)  -0.6789
N (1.0754, 0.0490, 0.9942)  -0.4273
N (0.0591, 0.2574, 0.0355)  -0.3665
H (-0.9019, -1.4657, 0.6128)  0.2496
H (-2.2177, -1.4299, -1.2817)  0.4337
H (-1.7370, 0.1113, -1.8257)  0.4300
H (0.7132, 0.4828, 1.8148)  0.4072
H (0.3700, 0.8141, -0.8107)  0.4337

charge = +1
SMILES = N#CN/[NH+]=C/N
LUMO = -4.829 eV
HOMO-LUMO gap = 10.6 eV

Which structure above is the least stable? It is entry a.